No. 1
A molecular structure, C46H44ClInN6O6S3. Source: the OMol25 dataset; level of theory: the ωB97M-V functional and the def2-TZVPD basis.

Values from the calculation:
Energy above the lowest of the compared OMol25 structures with the same formula, charge and spin = 0.00 kcal per mole
Calculated total energy = -119847.4982 eV
HOMO level = -7.576 eV

Positions of all 107 atoms, in Å:
In (0.577, -0.223, 0.412)
S (1.991, 0.560, 2.284)
C (0.864, 1.701, 2.893)
N (-0.234, 2.062, 2.302)
C (-0.882, 3.061, 3.009)
C (-2.057, 3.699, 2.615)
C (-2.601, 4.679, 3.424)
C (-1.989, 5.036, 4.627)
C (-0.815, 4.422, 5.028)
C (-0.267, 3.442, 4.209)
S (1.180, 2.506, 4.422)
H (-2.532, 3.417, 1.683)
H (-3.512, 5.180, 3.121)
H (-2.430, 5.805, 5.247)
H (-0.335, 4.698, 5.958)
C (0.990, 3.999, -0.241)
C (1.004, 3.397, -1.612)
C (1.728, 4.020, -2.624)
C (1.803, 3.481, -3.894)
C (1.135, 2.301, -4.177)
C (0.387, 1.657, -3.203)
C (-0.356, 0.391, -3.524)
C (0.338, 2.213, -1.921)
N (-0.453, 1.499, -0.936)
C (-1.705, 1.724, -0.942)
C (-2.347, 2.769, -1.810)
C (-2.647, 0.903, -0.084)
C (-4.110, 1.241, -0.178)
N (-2.184, -0.048, 0.615)
C (-3.121, -0.960, 1.213)
C (-3.729, -1.924, 0.403)
C (-3.570, -1.949, -1.095)
C (-4.551, -2.876, 1.003)
C (-4.796, -2.861, 2.361)
C (-4.248, -1.850, 3.137)
C (-3.426, -0.880, 2.581)
C (-2.946, 0.262, 3.417)
H (1.274, 5.050, -0.288)
H (1.708, 3.472, 0.391)
H (0.014, 3.926, 0.232)
H (2.251, 4.940, -2.393)
H (2.388, 3.973, -4.662)
H (1.193, 1.864, -5.167)
H (-0.043, 0.003, -4.493)
H (-1.437, 0.560, -3.566)
H (-0.162, -0.368, -2.767)
H (-1.606, 3.300, -2.400)
H (-2.888, 3.490, -1.195)
H (-3.072, 2.308, -2.483)
H (-4.273, 2.301, 0.017)
H (-4.684, 0.660, 0.539)
H (-4.490, 1.031, -1.180)
H (-2.683, -1.414, -1.423)
H (-4.448, -1.507, -1.576)
H (-3.490, -2.977, -1.452)
H (-5.008, -3.635, 0.377)
H (-5.434, -3.611, 2.811)
H (-4.473, -1.794, 4.195)
H (-3.244, 0.125, 4.457)
H (-3.371, 1.204, 3.066)
H (-1.865, 0.355, 3.376)
Cl (1.722, -6.030, -4.254)
C (1.152, -4.729, -3.247)
C (0.022, -4.002, -3.626)
C (-0.444, -2.982, -2.832)
C (0.179, -2.637, -1.610)
O (-0.372, -1.716, -0.858)
C (1.341, -3.371, -1.264)
C (2.115, -3.110, -0.066)
O (1.908, -2.242, 0.765)
C (1.803, -4.410, -2.085)
H (-0.481, -4.249, -4.552)
H (-1.315, -2.414, -3.132)
H (2.988, -3.773, 0.074)
H (2.692, -4.958, -1.794)
O (3.287, 1.264, -0.553)
C (3.002, 0.353, -1.318)
O (1.932, -0.381, -1.248)
C (3.937, -0.026, -2.435)
C (3.878, -1.284, -3.015)
C (4.744, -1.653, -4.050)
C (5.638, -0.702, -4.470)
O (6.582, -0.803, -5.458)
C (7.193, 0.483, -5.554)
O (6.674, 1.300, -4.509)
C (5.693, 0.557, -3.897)
C (4.867, 0.926, -2.872)
H (3.130, -1.982, -2.666)
H (4.711, -2.634, -4.504)
H (6.950, 0.929, -6.522)
H (8.272, 0.381, -5.434)
H (4.917, 1.898, -2.402)
C (1.229, -2.305, 6.529)
C (-0.169, -1.900, 6.056)
C (-0.356, -2.145, 4.594)
N (-0.157, -1.262, 3.689)
N (-0.333, -1.718, 2.409)
C (-0.690, -2.976, 2.373)
N (-0.943, -3.644, 1.236)
S (-0.805, -3.704, 3.941)
H (1.342, -2.117, 7.597)
H (1.988, -1.734, 5.994)
H (1.412, -3.366, 6.350)
H (-0.327, -0.833, 6.220)
H (-0.930, -2.442, 6.621)
H (-0.968, -3.090, 0.385)
H (-1.319, -4.572, 1.255)

=====

No. 2
A molecular structure, C46H44KN3O2P2S2Se3Te. Source: the OMol25 dataset; level of theory: the ωB97M-V functional and the def2-TZVPD basis.

Values from the calculation:
Energy above the lowest of the compared OMol25 structures with the same formula, charge and spin = 47.13 kcal per mole
Calculated total energy = -316888.9085 eV
Total charge = -2
HOMO level = -0.805 eV

Positions of all 104 atoms, in Å:
K (-1.313, 0.337, -1.205)
O (1.284, -2.825, 1.358)
S (0.888, -1.660, 0.501)
C (0.456, -2.497, -1.072)
C (-0.118, -3.756, -1.028)
C (-0.292, -4.485, -2.191)
C (0.151, -3.971, -3.399)
C (0.754, -2.725, -3.448)
C (0.925, -1.971, -2.289)
P (1.611, -0.269, -2.337)
C (3.208, -0.458, -1.450)
C (3.970, 0.709, -1.405)
C (5.250, 0.694, -0.875)
C (5.768, -0.479, -0.348)
C (5.011, -1.640, -0.376)
C (3.743, -1.638, -0.942)
C (2.339, -0.271, -4.027)
C (3.467, -1.017, -4.373)
C (3.905, -1.050, -5.687)
C (3.220, -0.345, -6.671)
C (2.114, 0.418, -6.330)
C (1.683, 0.461, -5.011)
C (-0.591, -0.992, 1.191)
C (-1.418, -1.901, 2.081)
C (-2.331, -1.111, 2.987)
C (-2.304, 0.230, 3.068)
C (-1.368, 1.026, 2.336)
C (-0.492, 0.387, 1.486)
P (0.926, 1.266, 0.710)
C (2.229, 0.999, 1.983)
C (3.353, 1.825, 1.926)
C (4.397, 1.666, 2.821)
C (4.345, 0.663, 3.779)
C (3.229, -0.155, 3.852)
C (2.174, 0.015, 2.967)
C (0.535, 3.025, 1.097)
C (0.073, 3.814, 0.045)
C (-0.245, 5.152, 0.250)
C (-0.092, 5.718, 1.507)
C (0.374, 4.940, 2.563)
C (0.686, 3.605, 2.360)
H (-0.417, -4.165, -0.074)
H (-0.771, -5.455, -2.146)
H (0.016, -4.534, -4.314)
H (1.083, -2.332, -4.400)
H (3.547, 1.623, -1.815)
H (5.839, 1.604, -0.855)
H (6.758, -0.488, 0.094)
H (5.408, -2.557, 0.043)
H (3.178, -2.561, -0.983)
H (4.003, -1.574, -3.614)
H (4.781, -1.633, -5.948)
H (3.556, -0.388, -7.700)
H (1.585, 0.988, -7.083)
H (0.848, 1.094, -4.739)
H (-0.739, -2.516, 2.681)
H (-3.010, -1.701, 3.593)
H (-2.991, 0.733, 3.746)
H (-1.342, 2.094, 2.479)
H (3.397, 2.603, 1.173)
H (5.264, 2.315, 2.766)
H (5.170, 0.523, 4.469)
H (3.174, -0.936, 4.602)
H (1.304, -0.623, 3.043)
H (-0.010, 3.401, -0.958)
H (-0.588, 5.750, -0.585)
H (-0.315, 6.767, 1.666)
H (0.502, 5.377, 3.548)
H (1.056, 3.007, 3.183)
Se (-4.088, 0.442, -4.140)
Se (-1.926, 0.417, -4.756)
Te (-1.613, 2.695, -3.658)
Se (0.555, 3.805, -4.129)
C (-3.709, -1.282, 0.046)
C (-3.234, -2.644, 0.454)
C (-3.765, -3.851, 0.069)
C (-3.073, -4.871, 0.768)
C (-2.130, -4.260, 1.557)
C (-1.155, -4.890, 2.502)
N (-2.224, -2.902, 1.350)
H (-4.790, -1.223, 0.176)
H (-3.519, -1.112, -1.016)
H (-3.241, -0.487, 0.625)
H (-4.576, -3.978, -0.632)
H (-3.236, -5.936, 0.692)
H (-1.189, -5.972, 2.371)
H (-1.396, -4.665, 3.545)
H (-0.133, -4.552, 2.311)
O (-2.256, -2.338, -3.696)
C (-2.086, -1.342, -3.133)
C (-5.812, 1.486, 1.589)
N (-4.915, 2.510, 2.089)
C (-3.964, 3.111, 1.327)
S (-3.814, 2.915, -0.322)
N (-3.123, 3.935, 1.992)
C (-3.054, 4.058, 3.429)
H (-6.843, 1.720, 1.863)
H (-5.549, 0.502, 1.985)
H (-5.723, 1.460, 0.506)
H (-4.792, 2.541, 3.088)
H (-2.338, 4.253, 1.446)
H (-2.870, 3.095, 3.920)
H (-3.978, 4.488, 3.831)
H (-2.230, 4.721, 3.674)

=====

No. 3
A molecular structure, C46H45BGeN13V. Source: the OMol25 dataset; level of theory: the ωB97M-V functional and the def2-TZVPD basis.

Values from the calculation:
Calculated total energy = -150679.0567 eV
Total charge = +1
Multiplicity = 2
HOMO level (alpha / beta) = -9.069 / -8.923 eV

Positions of all 107 atoms, in Å:
V (0.028, 0.432, -0.381)
C (-4.206, 0.039, -0.128)
C (-4.514, -1.253, -0.559)
C (-3.491, -2.161, -0.653)
C (-2.171, -1.762, -0.362)
N (-1.875, -0.516, 0.079)
C (-2.904, 0.342, 0.195)
N (-1.232, -2.720, -0.485)
C (0.025, -2.485, -0.658)
N (0.639, -1.275, -0.874)
C (1.932, -1.519, -1.246)
N (2.865, -0.683, -1.557)
C (2.762, 0.657, -1.595)
C (3.937, 1.306, -2.028)
C (3.965, 2.670, -2.158)
C (2.799, 3.376, -1.860)
C (1.698, 2.682, -1.404)
N (1.655, 1.353, -1.240)
C (2.170, -2.956, -1.285)
C (3.275, -3.694, -1.657)
C (3.167, -5.077, -1.602)
C (1.993, -5.687, -1.176)
C (0.882, -4.943, -0.798)
C (0.983, -3.567, -0.869)
H (-4.974, 0.792, -0.033)
H (-5.526, -1.524, -0.816)
H (-3.641, -3.179, -0.974)
H (-2.662, 1.328, 0.562)
H (4.782, 0.673, -2.242)
H (4.855, 3.179, -2.489)
H (2.750, 4.449, -1.969)
H (0.803, 3.230, -1.141)
H (4.173, -3.202, -1.988)
H (4.003, -5.689, -1.902)
H (1.946, -6.764, -1.139)
H (-0.030, -5.410, -0.466)
B (-1.603, 3.475, -0.706)
N (-0.738, 3.107, 0.530)
C (-0.528, 3.977, 1.525)
C (-0.095, 3.280, 2.639)
C (-0.065, 1.955, 2.221)
N (-0.432, 1.874, 0.940)
N (-1.430, 2.466, -1.877)
C (-1.882, 2.715, -3.110)
C (-1.727, 1.573, -3.879)
C (-1.156, 0.650, -3.015)
N (-0.991, 1.212, -1.815)
H (-2.750, 3.447, -0.364)
H (-1.276, 4.554, -1.086)
H (-0.697, 5.026, 1.388)
H (0.150, 3.665, 3.608)
H (0.189, 1.078, 2.794)
H (-2.295, 3.671, -3.368)
H (-1.983, 1.433, -4.909)
H (-0.885, -0.379, -3.196)
C (5.477, 3.337, 1.782)
C (6.026, 2.037, 2.367)
C (6.652, 1.162, 1.287)
C (4.949, 1.255, 3.134)
N (3.911, 0.718, 2.298)
C (2.834, 1.299, 1.740)
N (2.100, 0.352, 1.191)
N (2.748, -0.788, 1.408)
N (3.817, -0.584, 2.053)
H (6.301, 4.004, 1.544)
H (4.831, 3.842, 2.496)
H (4.919, 3.149, 0.866)
H (6.791, 2.290, 3.108)
H (5.924, 0.919, 0.514)
H (7.018, 0.233, 1.717)
H (7.483, 1.685, 0.825)
H (4.477, 1.891, 3.888)
H (5.400, 0.393, 3.631)
H (2.622, 2.347, 1.746)
C (-2.799, -0.189, 3.254)
Ge (-1.305, -1.471, 2.731)
C (-2.022, -3.304, 2.360)
C (-1.109, -4.347, 2.267)
C (-1.548, -5.647, 2.103)
C (-2.907, -5.910, 2.022)
C (-3.820, -4.871, 2.102)
C (-3.380, -3.568, 2.260)
C (-0.068, -1.655, 4.339)
C (1.272, -1.422, 4.192)
C (2.141, -1.393, 5.292)
C (1.648, -1.563, 6.554)
C (0.283, -1.864, 6.748)
C (-0.236, -2.112, 8.036)
C (-1.527, -2.521, 8.203)
C (-2.357, -2.703, 7.088)
C (-1.903, -2.408, 5.834)
C (-0.584, -1.961, 5.623)
H (-3.125, -0.417, 4.263)
H (-3.640, -0.280, 2.575)
H (-2.442, 0.837, 3.236)
H (-0.049, -4.131, 2.321)
H (-0.831, -6.452, 2.045)
H (-3.256, -6.924, 1.907)
H (-4.879, -5.074, 2.049)
H (-4.099, -2.763, 2.332)
H (1.666, -1.280, 3.198)
H (3.195, -1.225, 5.127)
H (2.299, -1.507, 7.416)
H (0.423, -1.997, 8.885)
H (-1.910, -2.718, 9.191)
H (-3.360, -3.078, 7.230)
H (-2.535, -2.579, 4.974)

=====

No. 4
A molecular structure, C46H45CuGeN3P. Source: the OMol25 dataset; level of theory: the ωB97M-V functional and the def2-TZVPD basis.

Values from the calculation:
Energy above the lowest of the compared OMol25 structures with the same formula, charge and spin = 0.00 kcal per mole
Calculated total energy = -163340.7134 eV
Total charge = +1
Multiplicity = 2
HOMO level (alpha / beta) = -10.120 / -10.601 eV

Positions of all 97 atoms, in Å:
Cu (0.105, 1.290, -0.646)
C (5.700, -0.447, 1.274)
C (4.821, 0.457, 1.862)
C (3.809, 1.031, 1.112)
C (3.686, 0.708, -0.241)
C (4.505, -0.251, -0.794)
C (5.550, -0.809, -0.060)
P (2.295, 1.449, -1.142)
C (2.360, 0.915, -2.878)
C (2.310, 1.878, -3.891)
C (2.096, 1.501, -5.230)
C (2.063, 0.167, -5.545)
C (2.190, -0.787, -4.552)
C (2.354, -0.428, -3.222)
C (2.565, 3.207, -1.098)
C (3.779, 3.815, -1.217)
C (3.836, 5.220, -1.180)
C (2.664, 5.972, -1.066)
C (1.425, 5.353, -1.022)
C (0.227, 6.070, -0.853)
C (-0.951, 5.411, -0.716)
C (-1.027, 3.977, -0.724)
C (0.124, 3.265, -0.850)
C (1.347, 3.917, -0.982)
H (6.489, -0.946, 1.848)
H (4.912, 0.741, 2.910)
H (3.171, 1.792, 1.561)
H (4.387, -0.525, -1.822)
H (6.237, -1.504, -0.564)
H (2.329, 2.903, -3.662)
H (2.035, 2.255, -6.023)
H (1.921, -0.183, -6.554)
H (2.208, -1.830, -4.781)
H (2.352, -1.220, -2.486)
H (4.675, 3.246, -1.352)
H (4.806, 5.749, -1.217)
H (2.709, 7.068, -0.866)
H (0.252, 7.153, -0.820)
H (-1.866, 5.976, -0.508)
H (-1.999, 3.496, -0.623)
N (-7.411, 1.507, 6.111)
C (-6.584, 1.406, 5.326)
C (-5.544, 1.210, 4.351)
C (-5.210, 2.253, 3.500)
C (-4.230, 2.111, 2.577)
C (-3.529, 0.899, 2.527)
C (-3.854, -0.129, 3.417)
C (-4.874, 0.010, 4.329)
C (-2.442, 0.709, 1.526)
C (-2.779, 0.869, 0.156)
C (-4.072, 1.075, -0.397)
C (-3.905, 1.219, -1.768)
C (-2.532, 1.107, -2.024)
N (-1.841, 0.925, -0.894)
C (-1.198, 0.318, 2.077)
C (-0.739, 0.649, 3.354)
C (0.608, 0.336, 3.446)
C (0.968, -0.226, 2.238)
N (-0.115, -0.284, 1.407)
H (-5.782, 3.154, 3.618)
H (-4.010, 2.912, 1.850)
H (-3.389, -1.114, 3.325)
H (-5.182, -0.787, 4.995)
H (-5.000, 0.973, 0.156)
H (-4.693, 1.392, -2.501)
H (-2.014, 1.135, -2.987)
H (-1.321, 1.183, 4.111)
H (1.279, 0.475, 4.311)
H (1.888, -0.674, 1.932)
C (-2.829, -5.645, 2.107)
C (-2.420, -4.814, 0.869)
C (-2.483, -3.326, 1.182)
C (-2.009, -2.445, 0.009)
Ge (-0.199, -1.744, 0.080)
C (1.150, -3.003, 0.624)
C (1.854, -3.567, -0.569)
C (0.910, -4.283, -1.530)
C (1.552, -5.173, -2.628)
H (-3.017, -6.691, 1.822)
H (-3.744, -5.231, 2.480)
H (-2.038, -5.598, 2.856)
H (-3.034, -5.028, -0.007)
H (-1.407, -5.121, 0.564)
H (-2.082, -3.064, 2.158)
H (-3.536, -3.138, 1.312)
H (-2.645, -1.578, -0.091)
H (-2.074, -3.009, -0.877)
H (0.177, -1.054, -1.267)
H (0.563, -3.784, 1.152)
H (1.850, -2.575, 1.354)
H (2.583, -4.327, -0.221)
H (2.441, -2.806, -1.133)
H (0.282, -3.527, -2.054)
H (0.212, -4.886, -0.945)
H (2.201, -4.614, -3.289)
H (0.726, -5.579, -3.236)
H (2.076, -6.058, -2.169)